C21H25Cl2F6NO20 | ωB97M-V with the def2-TZVPD basis set

The geometry in XYZ format:
```
75
Properties=species:S:1:pos:R:3:mulliken_charge:R:1
O -1.224 7.109 2.247 -0.51
C -1.254 6.255 1.426 0.55
O -1.724 5.012 1.730 -0.33
C -1.149 4.108 0.769 -0.07
C -0.955 5.013 -0.417 0.59
F -2.110 5.096 -1.160 -0.33
O -0.712 6.247 0.175 -0.34
H -0.195 3.767 1.174 0.18
H -1.786 3.237 0.641 0.03
H -0.137 4.707 -1.067 0.23
O 7.457 0.146 1.509 -0.51
C 6.362 0.357 1.132 0.58
O 5.929 0.519 -0.130 -0.34
C 4.700 1.213 -0.079 0.29
C 4.126 0.674 1.230 0.27
F 3.514 -0.533 1.040 -0.27
O 5.305 0.421 2.011 -0.39
H 4.766 2.302 -0.092 0.23
H 4.061 0.904 -0.905 -0.15
H 3.505 1.325 1.846 0.33
O -1.739 -3.388 -2.339 -0.47
C -2.859 -3.204 -2.677 0.46
O -3.716 -4.183 -2.978 -0.38
C -4.805 -3.603 -3.719 -0.54
C -4.724 -2.149 -3.345 0.43
F -5.572 -1.921 -2.281 -0.33
O -3.388 -1.987 -2.946 -0.06
H -4.607 -3.666 -4.795 0.27
H -5.674 -4.195 -3.459 0.34
H -5.012 -1.422 -4.099 0.31
O 2.886 0.391 -2.889 -0.50
C 2.072 -0.290 -3.407 0.62
O 1.471 -1.340 -2.806 -0.27
C 0.445 -1.828 -3.678 0.54
C 1.162 -1.538 -4.996 0.08
F 0.220 -1.321 -5.981 -0.31
O 1.729 -0.269 -4.721 -0.34
H 0.228 -2.890 -3.623 0.43
H -0.500 -1.297 -3.609 -0.60
H 1.870 -2.283 -5.356 0.30
O -0.855 1.005 3.423 -0.51
C -0.966 0.364 4.410 0.67
O -2.124 -0.141 4.868 -0.29
C -1.962 -0.335 6.277 -0.61
C -0.471 -0.547 6.408 0.37
F -0.195 -1.872 6.168 -0.29
O 0.047 0.188 5.329 -0.21
H -2.426 0.561 6.702 0.31
H -2.479 -1.139 6.805 0.33
H -0.094 -0.219 7.377 0.30
O 0.539 -3.163 1.668 -0.54
C 1.380 -2.744 2.392 0.53
O 2.555 -3.358 2.615 -0.39
C 3.378 -2.519 3.419 -0.30
C 2.389 -1.481 3.988 0.45
F 2.942 -0.240 3.888 -0.28
O 1.291 -1.595 3.107 -0.10
H 3.863 -3.146 4.168 0.31
H 4.162 -2.130 2.768 0.08
H 2.213 -1.681 5.043 0.22
C -2.231 0.943 -3.931 -0.33
N -3.507 1.710 -3.660 1.06
O -3.415 2.666 -2.945 -0.57
O -4.505 1.333 -4.232 -0.61
H -1.820 1.440 -4.808 0.30
H -2.390 -0.094 -4.196 0.17
H -1.669 1.121 -3.022 0.00
Cl 0.849 1.778 -0.669 -0.18
C 0.453 0.136 -0.139 -0.55
C -0.828 -0.444 -0.752 0.85
Cl -2.234 0.362 -0.074 -0.18
H 0.492 0.082 0.949 0.42
H 1.267 -0.551 -0.382 0.16
H -0.891 -1.504 -0.519 0.34
H -0.719 -0.290 -1.819 -0.95
```

Values from the calculation:
Gap between HOMO and LUMO in eV: 10.95
Energy relative to the best compared isomer or geometry (same formula, charge and spin) in kcal/mol: 0.0
Structure (SMILES): O=C1OC[C@@H](F)O1.O=C1OC[C@@H](F)O1.O=C1OC[C@@H](F)O1.O=C1OC[C@@H](F)O1.O=C1OC[C@@H](F)O1.O=C1OC[C@@H](F)O1.C[N+](=O)[O-].ClCCCl
E in a.u.: -3894.33499